{"formula": "C60H136BF4O44P8Tl", "method": "ωB97M-V/def2-TZVPD", "species": ["C", "F", "H", "C", "H", "C", "O", "H", "H", "C", "C", "C", "C", "H", "C", "P", "H", "H", "O", "H", "C", "H", "H", "H", "H", "C", "H", "O", "H", "C", "H", "O", "H", "H", "C", "C", "O", "F", "H", "O", "H", "H", "H", "O", "C", "H", "C", "O", "H", "C", "O", "O", "C", "H", "H", "C", "O", "H", "H", "O", "H", "H", "C", "H", "H", "O", "F", "H", "H", "H", "H", "H", "H", "H", "O", "P", "H", "C", "O", "C", "H", "H", "H", "H", "H", "H", "O", "H", "C", "H", "H", "H", "H", "H", "H", "O", "O", "H", "H", "H", "H", "H", "H", "H", "C", "O", "O", "B", "H", "H", "H", "O", "O", "C", "C", "O", "C", "C", "H", "H", "O", "O", "H", "H", "C", "H", "P", "H", "H", "O", "Tl", "H", "H", "H", "O", "H", "P", "H", "C", "O", "C", "C", "H", "H", "H", "C", "C", "C", "P", "H", "H", "F", "C", "O", "C", "O", "H", "H", "H", "H", "H", "H", "H", "C", "H", "O", "O", "H", "H", "H", "O", "H", "H", "O", "O", "P", "H", "H", "P", "O", "H", "H", "H", "C", "H", "O", "C", "C", "H", "C", "C", "O", "O", "C", "H", "H", "H", "C", "H", "C", "H", "C", "O", "O", "H", "H", "H", "H", "P", "H", "H", "H", "C", "C", "H", "C", "C", "C", "H", "H", "H", "O", "C", "H", "H", "C", "H", "H", "H", "H", "H", "C", "C", "H", "H", "H", "C", "H", "C", "C", "H", "H", "C", "C", "O", "H", "H", "H", "H", "H", "O", "H", "H", "H"], "positions_angstrom": [[-26.70, -15.89, -18.52], [-30.56, -6.20, -26.65], [-27.23, -8.05, -14.33], [-34.60, -12.93, -16.14], [-29.92, -8.10, -28.20], [-31.52, -3.43, -22.21], [-32.65, -10.48, -23.20], [-30.25, -17.67, -16.85], [-24.46, -13.72, -24.57], [-25.29, -9.45, -20.54], [-26.22, -9.92, -19.44], [-25.41, -14.96, -18.34], [-25.35, -13.88, -25.18], [-36.58, -0.79, -19.72], [-34.29, -15.17, -19.45], [-33.24, -8.94, -19.50], [-26.66, -9.56, -15.01], [-33.79, -13.31, -24.18], [-26.15, -3.62, -21.23], [-27.21, -8.29, -33.01], [-36.23, -1.27, -24.71], [-29.02, -9.36, -25.16], [-32.38, -8.04, -15.34], [-30.82, -8.95, -15.33], [-31.67, -8.41, -26.26], [-26.78, -15.45, -22.61], [-28.10, -12.73, -13.76], [-35.06, -14.17, -20.14], [-25.95, -3.86, -29.07], [-29.21, -14.93, -26.12], [-30.35, -9.11, -21.86], [-35.72, -2.27, -21.78], [-22.74, -11.56, -23.81], [-27.71, -6.02, -33.84], [-29.27, -6.83, -20.00], [-32.32, -12.15, -28.96], [-34.96, -1.31, -24.12], [-24.54, -15.03, -19.40], [-27.17, -15.43, -23.63], [-35.59, -12.34, -21.81], [-26.90, -10.57, -19.99], [-34.89, -6.09, -20.61], [-33.35, -15.49, -19.89], [-27.51, -7.12, -31.39], [-37.88, -11.70, -22.44], [-33.71, -12.41, -17.99], [-31.80, -8.83, -15.81], [-29.25, -9.94, -19.47], [-26.59, -9.57, -25.78], [-31.10, -12.74, -28.25], [-26.09, -13.74, -18.36], [-30.08, -14.40, -17.01], [-25.65, -6.24, -23.29], [-32.03, -6.59, -21.55], [-32.23, -12.22, -30.04], [-28.64, -10.30, -25.55], [-28.48, -9.23, -17.04], [-27.24, -7.59, -16.65], [-28.90, -4.91, -19.13], [-26.92, -8.76, -18.96], [-30.08, -11.39, -14.39], [-35.94, -10.54, -17.62], [-26.72, -7.41, -32.58], [-30.75, -2.67, -22.11], [-31.73, -3.78, -21.20], [-29.07, -13.54, -26.28], [-25.36, -7.55, -23.21], [-30.61, -5.28, -19.46], [-33.99, -14.79, -18.47], [-23.60, -5.87, -22.85], [-33.25, -12.61, -28.62], [-33.55, -5.01, -20.34], [-36.90, -0.85, -23.97], [-30.22, -15.72, -18.60], [-34.26, -5.62, -24.64], [-26.44, -12.87, -22.98], [-35.07, -11.20, -19.71], [-27.37, -10.04, -26.39], [-24.71, -4.21, -22.93], [-23.30, -10.68, -23.50], [-31.06, -9.59, -17.82], [-24.71, -10.33, -20.83], [-25.10, -10.89, -24.54], [-36.17, -10.16, -20.61], [-28.45, -16.81, -26.52], [-26.38, -5.34, -32.92], [-33.03, -8.91, -17.88], [-36.16, -10.18, -25.34], [-30.03, -16.64, -16.56], [-31.64, -15.65, -17.57], [-25.30, -12.28, -26.62], [-30.18, -6.29, -24.78], [-31.07, -4.28, -22.71], [-36.97, -9.32, -18.32], [-30.50, -16.38, -15.60], [-33.11, -12.80, -21.34], [-31.39, -12.82, -26.87], [-26.86, -17.51, -22.68], [-37.31, -11.06, -18.66], [-36.76, -3.26, -23.92], [-34.68, -2.34, -19.92], [-30.01, -7.38, -20.57], [-34.46, -11.11, -27.09], [-36.34, -0.66, -25.61], [-31.03, -6.46, -25.44], [-29.11, -7.51, -18.73], [-30.14, -11.92, -16.38], [-29.56, -9.23, -22.59], [-24.08, -13.46, -26.90], [-29.81, -9.93, -30.73], [-32.46, -11.09, -28.74], [-27.61, -15.03, -19.21], [-30.84, -12.63, -18.76], [-33.38, -10.48, -24.14], [-35.63, -2.56, -20.40], [-33.12, -10.62, -25.41], [-28.39, -12.51, -14.78], [-36.65, -2.76, -24.88], [-25.49, -5.56, -28.59], [-28.81, -7.65, -15.86], [-27.81, -6.77, -28.83], [-25.74, -7.94, -29.60], [-29.83, -10.00, -23.30], [-33.41, -7.62, -21.95], [-36.54, -10.31, -18.51], [-27.18, -15.59, -26.49], [-28.48, -8.97, -18.64], [-23.05, -9.82, -24.13], [-28.29, -10.82, -24.65], [-34.67, -10.38, -24.03], [-30.40, -11.81, -21.41], [-25.87, -10.48, -18.57], [-34.32, -12.78, -15.10], [-28.39, -6.99, -20.63], [-33.29, -1.67, -22.22], [-33.49, -3.55, -23.05], [-30.85, -13.02, -17.34], [-26.98, -16.18, -17.51], [-36.88, -12.80, -22.16], [-34.61, -14.57, -22.65], [-25.68, -4.43, -21.99], [-30.55, -15.62, -17.57], [-32.29, -2.53, -23.93], [-27.93, -4.98, -27.90], [-25.47, -14.96, -25.10], [-35.60, -10.24, -19.69], [-27.27, -13.83, -19.00], [-31.69, -8.80, -17.41], [-27.16, -7.78, -29.93], [-35.67, -3.65, -20.26], [-33.24, -11.35, -16.79], [-35.66, -12.06, -24.99], [-26.70, -6.23, -33.47], [-25.02, -12.02, -22.82], [-29.86, -12.26, -15.01], [-32.75, -7.47, -19.88], [-25.29, -16.79, -22.78], [-25.69, -7.56, -32.24], [-32.35, -9.72, -15.52], [-29.29, -15.09, -25.05], [-30.72, -13.63, -28.75], [-34.19, -5.18, -22.01], [-35.91, -3.17, -25.57], [-36.65, -1.87, -19.59], [-31.46, -7.79, -17.75], [-32.06, -5.53, -25.14], [-35.03, 0.29, -22.00], [-36.03, -16.35, -18.75], [-24.87, -15.18, -17.42], [-33.53, -16.35, -24.53], [-25.98, -14.31, -22.39], [-25.90, -9.12, -21.37], [-32.23, -15.29, -23.71], [-26.49, -13.13, -24.60], [-30.55, -12.62, -24.33], [-34.46, -13.43, -21.48], [-27.79, -11.61, -14.98], [-28.32, -4.84, -29.55], [-34.78, -1.08, -22.53], [-29.62, -11.06, -26.33], [-36.80, -13.43, -23.05], [-27.51, -9.28, -27.15], [-35.57, -12.45, -16.28], [-27.98, -8.26, -16.22], [-35.13, -17.07, -20.11], [-33.07, -7.46, -25.22], [-34.11, -14.33, -23.96], [-29.59, -5.35, -19.84], [-30.22, -15.15, -26.47], [-34.31, -10.49, -26.21], [-33.00, -6.94, -21.21], [-27.68, -12.25, -22.35], [-32.36, -13.31, -16.70], [-35.29, -10.81, -25.13], [-28.31, -15.72, -27.94], [-25.94, -16.72, -21.17], [-32.67, -15.14, -25.38], [-27.52, -8.90, -14.94], [-31.27, -8.41, -24.55], [-35.05, -16.48, -19.19], [-28.64, -9.46, -22.08], [-32.72, -2.79, -22.96], [-26.05, -5.74, -22.07], [-34.86, -9.01, -19.71], [-29.54, -4.82, -20.79], [-37.25, -13.44, -21.36], [-23.96, -5.34, -24.53], [-30.29, -13.15, -14.55], [-30.21, -12.48, -25.79], [-38.76, -12.21, -22.84], [-24.57, -8.67, -20.26], [-36.48, -2.05, -18.53], [-25.12, -13.36, -26.59], [-29.46, -9.11, -30.10], [-22.90, -10.38, -22.53], [-33.98, -5.70, -21.07], [-33.24, -6.13, -25.01], [-33.42, -12.41, -16.94], [-30.25, -12.12, -28.51], [-38.16, -11.18, -21.52], [-27.72, -15.28, -22.09], [-28.05, -9.14, -29.94], [-31.70, -7.82, -25.35], [-35.03, -14.32, -24.55], [-28.07, -13.25, -15.51], [-30.09, -9.04, -28.73], [-26.48, -16.85, -19.01], [-27.02, -11.02, -26.72], [-26.06, -6.38, -34.34], [-26.38, -6.12, -24.09], [-25.34, -9.95, -23.05], [-28.18, -15.81, -26.86], [-24.34, -5.41, -23.51], [-28.35, -9.43, -14.45], [-25.87, -13.77, -27.27], [-34.55, -17.08, -18.43], [-27.63, -5.36, -28.88], [-37.70, -2.09, -19.80], [-33.07, -15.36, -24.40], [-24.83, -10.81, -23.49], [-34.74, -13.98, -16.38], [-29.51, -8.30, -23.13], [-26.22, -16.76, -22.22], [-26.16, -4.92, -29.17], [-32.50, -9.96, -20.22], [-29.84, -8.31, -30.73], [-37.51, -11.03, -23.21], [-29.81, -9.84, -28.05], [-31.16, -9.21, -28.79], [-34.45, -9.49, -26.62], [-27.95, -12.84, -19.38], [-25.99, -5.11, -30.23], [-28.95, -16.55, -16.55], [-37.56, -2.79, -25.48]], "mol_weight_g_mol": 2100.68, "spin_multiplicity": 1, "homo_energy_ev": -12.50, "charge": 2}